85
Properties=species:S:1:pos:R:3:lowdin_charge:R:1 method="wB97M-V/def2-TZVPD" smiles=COC[C@H](C)N.COC[C@H](C)N.COC[C@H](C)N.COC[C@H](C)N.COC[C@H](C)N e_above_lowest_kcal_mol=6.5 gap_ev=9.19 max_force_ha_per_bohr=0.0316
C 4.90 -5.35 3.73 -0.1152
O 3.94 -6.19 3.12 -0.1898
C 3.25 -7.00 4.04 -0.2202
C 4.09 -8.03 4.78 -0.4487
C 4.93 -8.84 3.81 -0.0565
N 3.13 -8.91 5.44 0.0477
H 5.26 -4.68 2.95 0.0878
H 5.76 -5.93 4.09 0.0819
H 4.45 -4.74 4.52 0.0906
H 2.73 -6.36 4.78 0.1115
H 2.48 -7.53 3.48 0.1302
H 4.75 -7.53 5.51 0.1234
H 5.51 -8.23 3.12 0.0726
H 4.28 -9.50 3.23 0.0830
H 5.66 -9.45 4.34 0.0751
H 2.46 -8.37 5.98 0.0149
H 3.54 -9.57 6.10 0.0466
C -3.80 -7.44 15.68 -0.1016
O -4.98 -8.05 15.20 -0.1897
C -4.94 -8.68 13.93 -0.2024
C -5.14 -7.80 12.71 -0.4352
C -4.10 -6.70 12.47 -0.0791
N -6.49 -7.25 12.75 0.0380
H -3.12 -7.17 14.88 0.0664
H -3.31 -8.14 16.36 0.0877
H -4.07 -6.53 16.22 0.0892
H -4.00 -9.24 13.83 0.1288
H -5.78 -9.38 13.97 0.1267
H -5.03 -8.45 11.83 0.1303
H -4.34 -6.06 11.62 0.0703
H -3.07 -7.05 12.31 0.0684
H -4.03 -6.05 13.35 0.0662
H -6.58 -6.41 12.19 0.0657
H -6.71 -6.95 13.69 0.0729
C -2.30 -7.55 9.33 -0.1276
O -1.14 -7.66 8.55 -0.1789
C -1.05 -6.62 7.60 -0.2188
C 0.02 -6.94 6.57 -0.4040
C -0.20 -8.31 5.99 -0.0590
N 1.40 -6.85 7.15 0.0514
H -2.29 -8.25 10.16 0.0833
H -3.20 -7.87 8.78 0.0952
H -2.46 -6.53 9.67 0.0825
H -2.00 -6.50 7.05 0.1321
H -0.81 -5.68 8.12 0.1142
H -0.03 -6.17 5.80 0.1009
H 0.51 -8.62 5.23 0.0622
H -1.19 -8.39 5.51 0.0848
H -0.24 -9.08 6.77 0.0801
H 1.38 -5.98 7.68 0.0686
H 1.45 -7.55 7.90 0.0722
C -0.45 -3.23 6.60 -0.1208
O -0.58 -3.91 5.38 -0.2085
C -1.66 -3.40 4.62 -0.2155
C -1.66 -4.02 3.25 -0.4160
C -1.81 -5.53 3.33 -0.0606
N -0.41 -3.71 2.49 0.0428
H -0.27 -2.15 6.44 0.0915
H 0.45 -3.58 7.10 0.0848
H -1.31 -3.40 7.26 0.0896
H -2.60 -3.65 5.14 0.1287
H -1.61 -2.30 4.56 0.1259
H -2.47 -3.63 2.63 0.1301
H -0.97 -5.99 3.85 0.0594
H -1.92 -6.02 2.37 0.0826
H -2.69 -5.73 3.95 0.0826
H 0.22 -4.51 2.60 0.0600
H 0.09 -2.97 2.97 0.0623
C 2.61 -11.79 7.88 -0.1057
O 3.54 -10.73 7.82 -0.2264
C 4.06 -10.41 9.11 -0.2046
C 5.03 -9.27 8.96 -0.4442
C 5.85 -9.04 10.22 -0.0640
N 4.27 -8.05 8.61 0.0485
H 1.73 -11.54 8.48 0.0906
H 3.11 -12.70 8.24 0.0889
H 2.24 -11.98 6.87 0.0905
H 3.30 -10.12 9.83 0.1351
H 4.64 -11.30 9.40 0.1331
H 5.71 -9.45 8.11 0.1386
H 6.64 -9.78 10.30 0.0788
H 5.21 -9.11 11.10 0.0813
H 6.30 -8.05 10.21 0.0747
H 4.90 -7.27 8.46 0.0683
H 3.76 -8.18 7.75 0.0210



96
Properties=species:S:1:pos:R:3:lowdin_spin:R:1 method="wB97M-V/def2-TZVPD" e_above_lowest_kcal_mol=12.3 gap_ev="5.24 / 5.35" max_force_ha_per_bohr=0.0062 s2=0.79 total_charge=-1 multiplicity=2
V 0.25 0.11 -0.38 1.1741
S -1.11 1.77 0.76 0.0086
C -2.72 1.47 0.09 0.0040
N -3.78 2.15 0.75 -0.0013
C -5.05 2.16 0.06 0.0000
C -5.27 0.81 -0.62 0.0002
N -4.21 0.47 -1.54 0.0008
C -4.44 0.88 -2.94 -0.0008
C -4.49 2.37 -3.16 0.0001
C -5.70 3.00 -3.44 0.0000
C -5.78 4.39 -3.54 0.0000
C -4.63 5.15 -3.36 0.0000
C -3.42 4.53 -3.09 0.0000
C -3.35 3.15 -3.00 0.0000
C -2.92 0.76 -1.04 0.0059
S -1.57 0.15 -2.02 -0.0070
C -3.83 2.21 2.19 0.0008
C -4.18 3.59 2.70 0.0000
C -5.15 3.78 3.67 0.0001
C -5.43 5.06 4.14 0.0000
C -4.74 6.15 3.64 0.0001
C -3.77 5.96 2.67 0.0000
C -3.49 4.69 2.20 -0.0001
H -5.08 2.96 -0.68 0.0000
H -5.84 2.36 0.79 -0.0001
H -6.23 0.79 -1.15 0.0000
H -5.31 0.04 0.16 0.0000
H -5.38 0.43 -3.27 0.0000
H -3.63 0.44 -3.52 -0.0007
H -6.60 2.40 -3.56 0.0000
H -6.73 4.86 -3.75 0.0000
H -4.69 6.23 -3.42 0.0000
H -2.53 5.12 -2.94 0.0000
H -2.40 2.67 -2.77 0.0000
H -2.84 1.94 2.56 0.0007
H -4.56 1.48 2.60 0.0000
H -5.70 2.93 4.05 0.0000
H -6.20 5.20 4.89 0.0000
H -4.96 7.15 4.01 0.0000
H -3.22 6.81 2.28 0.0000
H -2.74 4.53 1.43 -0.0002
N 0.70 -1.71 -1.40 0.0018
C 1.76 -2.66 -1.13 0.0022
C 2.09 -3.51 -2.18 -0.0001
C 3.12 -4.42 -2.09 0.0004
C 3.85 -4.45 -0.91 0.0000
C 3.52 -3.61 0.13 0.0004
C 2.45 -2.70 0.09 0.0000
C 2.16 -1.85 1.29 -0.0003
C 2.71 -2.26 2.51 -0.0015
C 2.64 -1.47 3.65 0.0020
C 2.00 -0.24 3.58 0.0001
C 1.39 0.13 2.40 0.0069
C 1.41 -0.66 1.23 -0.0112
H 0.84 -1.34 -2.34 0.0020
H -0.22 -2.14 -1.39 0.0005
H 1.51 -3.43 -3.10 0.0000
H 3.36 -5.07 -2.92 0.0000
H 4.70 -5.12 -0.80 0.0000
H 4.15 -3.64 1.01 0.0000
H 3.20 -3.22 2.61 -0.0003
H 3.08 -1.82 4.58 0.0002
H 1.95 0.41 4.45 0.0000
H 0.85 1.07 2.38 0.0014
C -1.27 -0.22 7.03 0.0000
C -1.25 -0.83 5.66 0.0000
C -1.78 -0.15 4.56 0.0002
C -1.74 -0.69 3.29 0.0005
C -1.16 -1.93 3.12 0.0001
C -0.61 -2.63 4.18 0.0000
C -0.67 -2.08 5.45 0.0001
S -1.05 -2.62 1.48 0.0004
C -2.63 -3.48 1.49 0.0000
O -1.31 -1.50 0.50 0.0008
H -1.75 0.76 7.02 0.0000
H -0.26 -0.10 7.42 0.0000
H -1.82 -0.85 7.73 0.0000
H -2.21 0.84 4.71 0.0000
H -2.09 -0.15 2.42 0.0005
H -0.10 -3.58 4.02 0.0000
H -0.23 -2.61 6.29 0.0000
H -3.41 -2.73 1.64 0.0000
H -2.63 -4.21 2.30 0.0000
H -2.74 -3.97 0.53 0.0000
Cl 2.18 3.44 0.65 -0.0022
C 2.95 2.97 -0.83 -0.0142
C 3.98 3.74 -1.33 0.0018
C 4.61 3.39 -2.51 -0.0132
C 4.21 2.24 -3.18 0.0018
C 3.18 1.48 -2.67 -0.0147
Cl 2.72 0.04 -3.55 -0.0030
C 2.50 1.80 -1.48 -0.0152
N 1.49 1.05 -0.99 -0.1330
H 4.27 4.63 -0.78 0.0003
H 5.42 4.00 -2.90 -0.0010
H 4.69 1.94 -4.10 0.0003



9
Properties=species:S:1:pos:R:3:lowdin_charge:R:1 method="wB97M-V/def2-TZVPD" e_above_lowest_kcal_mol=42.5 gap_ev=8.05 max_force_ha_per_bohr=0.0603
C -0.95 -0.84 0.32 -0.9720
C -0.96 1.71 -0.08 -0.5286
N -3.20 0.85 0.16 0.2471
N -2.22 1.41 -0.08 -0.2147
S 0.12 0.39 0.02 0.8088
Br -0.17 -2.55 0.21 0.5538
Br 4.19 -2.46 0.22 0.2537
H 3.77 -1.30 -0.58 -0.2528
H -0.58 2.79 -0.20 0.1047



Number 1: E_tot -1444.88491 Ha. Number 2: E_tot -5054.60932 Ha. Number 3: E_tot -5732.96786 Ha.